No. 1
The following is a DFT calculation (wB97M-V/def2-TZVPD) of a structure of composition C72H198F2LiN19O22S2.

Its HOMO energy is -8.29 eV.

Geometry as ORCA input:
```
! RIJCOSX wB97M-V def2-TZVPD def2/J DEFGRID3
* xyz 0 1
Li -3.2005 -1.4719 -0.9982
N -1.9088 -0.4844 -0.0389
S -1.3658 -0.4125 1.3720
O -1.8657 0.6909 2.2053
O -0.1263 -1.0932 1.6490
F -2.3903 -1.4909 1.9865
S -1.0694 0.9868 -0.4744
O 0.3580 1.1454 -0.2170
O -1.9668 2.1105 -0.6708
F -0.8395 0.4764 -2.0252
C -3.4626 2.3210 4.8047
C -5.0279 2.2074 4.7232
C -5.6812 1.0998 5.7064
O -5.0237 -0.1559 5.5543
C -5.1200 -0.9104 4.3416
N -5.6660 3.4472 4.9807
H -3.1149 3.1147 4.1436
H -2.9057 1.4347 4.5005
H -3.1741 2.5076 5.8392
H -5.1463 1.9411 3.6729
H -6.7473 0.9701 5.5204
H -5.5081 1.4127 6.7360
H -4.4972 -0.5170 3.5382
H -6.0985 -1.1144 3.9068
H -4.5980 -1.8532 4.5053
H -5.4450 4.1412 4.2809
H -5.2006 3.8592 5.7768
C -7.8065 -2.6777 1.6238
C -7.8514 -4.1607 1.9126
C -6.6789 -4.6855 2.8555
O -5.5055 -4.5892 2.1690
C -4.3960 -5.2613 2.8578
N -9.1630 -4.4012 2.6124
H -6.9439 -2.3064 1.0704
H -7.8542 -2.0880 2.5393
H -8.6865 -2.3418 1.0755
H -7.7309 -4.6927 0.9689
H -6.9224 -5.6593 3.2803
H -6.6325 -4.0053 3.7060
H -4.5858 -6.3319 2.9346
H -4.1170 -4.8803 3.8402
H -3.5102 -5.2177 2.2241
H -9.9069 -4.3852 1.9293
H -9.3013 -5.3663 2.8761
C 3.5415 0.1650 10.3047
C 2.0417 0.2525 10.1776
C 1.5748 0.2265 8.7262
O 2.0600 1.2954 7.9984
C 1.3489 1.5620 6.7829
N 1.4602 -0.7003 11.0751
H 3.8761 -0.8318 10.0177
H 3.8898 0.3655 11.3179
H 4.1064 0.9027 9.7347
H 1.7669 1.2223 10.5923
H 0.4859 0.2703 8.7034
H 1.8234 -0.7361 8.2793
H 1.2520 0.7655 6.0451
H 1.7701 2.3602 6.1717
H 0.2960 1.7265 7.0119
H 0.4505 -0.6776 11.0798
H 1.7547 -0.3510 11.9758
C 9.5798 -0.6801 0.1679
C 9.3370 0.5109 1.1191
C 7.9944 0.4519 1.8241
O 7.0589 0.7208 0.7567
C 5.7620 0.5830 1.2973
N 10.4380 0.7106 1.9651
H 8.9773 -0.6048 -0.7374
H 9.2955 -1.6148 0.6512
H 10.6039 -0.8026 -0.1848
H 9.2079 1.4217 0.5344
H 7.9841 1.2408 2.5761
H 7.7636 -0.4105 2.4495
H 5.0607 0.8223 0.4980
H 5.5290 1.3198 2.0661
H 5.5096 -0.4268 1.6211
H 11.2080 0.8933 1.3376
H 10.3759 1.6103 2.4199
C 3.9607 -3.9218 2.2997
C 4.3991 -4.3236 3.7322
C 3.2385 -4.5350 4.7821
O 2.4720 -3.3274 5.1594
C 1.8711 -3.4297 6.4102
N 5.1357 -5.5705 3.5599
H 3.3079 -4.7232 1.9536
H 4.8086 -3.9512 1.6155
H 3.4706 -2.9483 2.3140
H 5.0544 -3.6148 4.2385
H 3.7145 -4.8624 5.7064
H 2.5597 -5.2896 4.3847
H 2.6625 -3.3638 7.1568
H 1.2904 -4.3464 6.5123
H 1.2044 -2.5880 6.5973
H 4.5580 -6.1891 3.0088
H 5.2472 -6.0007 4.4669
C -2.9821 4.3463 -3.1038
C -3.6726 5.7250 -3.4464
C -4.7616 5.6465 -4.5636
O -4.2097 5.1791 -5.8236
C -3.1444 5.9456 -6.4500
N -4.3431 6.1985 -2.2626
H -3.7000 3.5263 -3.0883
H -2.4674 4.2530 -2.1475
H -2.1391 4.1366 -3.7622
H -2.9047 6.4378 -3.7470
H -5.2268 6.6164 -4.7400
H -5.6388 5.0405 -4.3372
H -3.5149 6.9707 -6.4512
H -2.9924 5.6310 -7.4825
H -2.2664 5.7102 -5.8486
H -5.1711 5.6317 -2.1468
H -4.7343 7.1115 -2.4458
C -0.9159 -5.3756 4.5168
C -0.9360 -3.9905 3.7475
C -1.4481 -2.9306 4.8397
O -1.0889 -1.6011 4.4977
C -1.1872 -0.6651 5.5278
N 0.3601 -3.6762 3.0899
H -1.7806 -5.6147 5.1358
H 0.0206 -5.6359 5.0100
H -0.9764 -6.1369 3.7390
H -1.6150 -3.9870 2.8948
H -0.9693 -3.1719 5.7887
H -2.5363 -2.8691 4.8572
H -2.1618 -0.5890 6.0098
H -0.9854 0.3312 5.1344
H -0.3900 -0.7895 6.2606
H 0.2555 -2.8587 2.5060
H 1.0091 -3.4582 3.8325
C 4.9958 2.0708 -6.0903
C 4.6681 1.2474 -4.8592
C 5.2678 1.7449 -3.5397
O 6.7187 1.9306 -3.6104
C 7.2418 2.2946 -2.3987
N 3.1774 1.0867 -4.7968
H 6.0721 2.2356 -6.0397
H 4.4875 3.0339 -6.0458
H 4.7545 1.6072 -7.0469
H 4.9991 0.2308 -5.0716
H 5.0206 0.9376 -2.8504
H 4.7296 2.6480 -3.2521
H 6.9759 3.2706 -1.9928
H 8.3196 2.3407 -2.5547
H 7.1183 1.6560 -1.5240
H 2.9113 0.4568 -4.0535
H 2.8689 0.6511 -5.6543
C 0.5464 3.3151 -3.2587
C 1.0517 4.0716 -4.5155
C 2.4115 4.8039 -4.4345
O 2.6679 5.5099 -5.6523
C 3.7106 6.4178 -5.5629
N 1.2174 3.1473 -5.6039
H -0.3772 2.7591 -3.4195
H 0.2609 4.0988 -2.5569
H 1.3259 2.6672 -2.8581
H 0.2483 4.7640 -4.7668
H 3.2417 4.1305 -4.2213
H 2.3285 5.5762 -3.6698
H 3.3989 7.2389 -4.9172
H 3.8497 6.7941 -6.5763
H 4.6467 6.0575 -5.1364
H 1.9793 2.5141 -5.4074
H 1.6048 3.7125 -6.3459
C -5.3681 1.2428 -2.3668
C -5.5964 -0.0817 -1.7035
C -6.9614 -0.7214 -1.8854
O -7.1105 -2.0472 -1.4257
C -8.1967 -2.8865 -1.9085
N -4.6479 -0.9626 -2.4378
H -6.1546 1.9515 -2.1071
H -5.4688 1.2220 -3.4519
H -4.4077 1.7063 -2.1413
H -5.5434 -0.0449 -0.6154
H -7.2521 -0.6067 -2.9296
H -7.7232 -0.0595 -1.4732
H -9.2119 -2.5197 -1.7573
H -8.0402 -3.8108 -1.3524
H -7.9879 -3.0798 -2.9608
H -4.6169 -0.7290 -3.4199
H -5.0359 -1.8826 -2.2859
C -4.5149 0.0554 -8.7657
C -3.5672 -0.7743 -7.8683
C -4.0959 -0.8374 -6.4416
O -4.0555 0.3798 -5.6394
C -2.7732 0.6710 -5.1769
N -3.4259 -2.1006 -8.4283
H -5.4722 -0.4655 -8.7855
H -4.0105 0.1453 -9.7278
H -4.6138 1.0660 -8.3695
H -2.5412 -0.4151 -7.7876
H -3.6392 -1.6959 -5.9493
H -5.1445 -1.1318 -6.4845
H -2.0351 0.6394 -5.9783
H -2.5196 -0.0296 -4.3813
H -2.8070 1.6532 -4.7056
H -3.0236 -1.9832 -9.3472
H -2.6262 -2.4718 -7.9355
C -0.2566 -6.3289 0.4848
C 1.1744 -6.8926 0.2474
C 2.0400 -5.9111 -0.6125
O 3.0703 -6.7282 -1.1852
C 3.9847 -5.9666 -2.0391
N 1.7510 -7.1392 1.5790
H -0.7702 -7.0589 1.1104
H -0.7955 -6.2717 -0.4609
H -0.1827 -5.4204 1.0827
H 1.0937 -7.8088 -0.3375
H 2.4782 -5.1091 -0.0185
H 1.3893 -5.5191 -1.3941
H 4.6238 -5.3789 -1.3801
H 3.3474 -5.3622 -2.6845
H 4.6295 -6.6240 -2.6223
H 2.7131 -7.4441 1.5402
H 1.6822 -6.2890 2.1199
C 2.5771 -1.4672 -0.2979
C 3.3021 -0.9764 -1.4967
C 4.0734 -2.0669 -2.2609
O 4.9448 -2.8697 -1.5135
C 6.2204 -2.2343 -1.2278
N 2.2083 -0.3700 -2.2898
H 1.7965 -2.1952 -0.5186
H 2.1799 -0.6333 0.2809
H 3.2859 -1.9091 0.4024
H 4.0382 -0.2152 -1.2382
H 4.3964 -1.7907 -3.2646
H 3.3037 -2.7752 -2.5674
H 6.7341 -2.0907 -2.1784
H 6.8663 -2.8073 -0.5625
H 6.1733 -1.2842 -0.6957
H 1.3366 -0.8229 -2.0553
H 2.0870 0.5653 -1.9285
C 0.8645 4.3476 2.4017
C 1.7308 3.4227 3.2326
C 1.7276 1.9370 2.8020
O 2.6559 1.1553 3.5403
C 2.4010 -0.2722 3.4919
N 3.1268 3.9102 3.0777
H 1.0123 4.2366 1.3275
H 1.1005 5.3818 2.6521
H -0.1654 4.0861 2.6450
H 1.5194 3.4190 4.3019
H 1.8772 1.8799 1.7238
H 0.7179 1.5314 2.8658
H 3.1016 -0.7237 4.1943
H 2.7778 -0.6496 2.5413
H 1.4176 -0.5993 3.8297
H 3.4742 3.7867 2.1374
H 3.6421 3.2572 3.6507
C -2.7492 4.6994 1.5307
C -4.1879 4.2499 1.2306
C -5.3261 5.3094 1.5244
O -5.2580 5.6210 2.8831
C -6.5678 6.0949 3.3590
N -4.3825 3.8220 -0.1419
H -2.0192 3.9493 1.2265
H -2.5339 4.9473 2.5701
H -2.4647 5.5839 0.9607
H -4.4898 3.3761 1.8081
H -6.3262 4.9404 1.2969
H -5.2144 6.0927 0.7747
H -7.3683 5.3774 3.1792
H -6.8458 6.9914 2.8048
H -6.5307 6.2924 4.4303
H -4.2241 4.6721 -0.6637
H -3.6260 3.2101 -0.4130
C -4.5586 -4.6584 -1.7444
C -3.5493 -4.1316 -0.6348
C -2.1585 -3.8074 -1.1797
O -2.0984 -2.6519 -2.1032
C -0.7432 -2.3791 -2.5018
N -4.1150 -2.9104 0.0845
H -4.4027 -5.6853 -2.0748
H -4.4546 -4.0335 -2.6314
H -5.5704 -4.5762 -1.3475
H -3.4209 -5.0054 0.0039
H -1.7250 -4.6624 -1.6985
H -1.4852 -3.5258 -0.3701
H -0.7080 -1.6429 -3.3049
H -0.3538 -3.2789 -2.9782
H -0.0811 -2.1550 -1.6654
H -3.6553 -2.6795 0.9537
H -5.0918 -2.9988 0.3254
C 0.7628 -1.4743 -5.8223
C 2.0204 -1.7917 -6.6931
C 1.7787 -2.9045 -7.7301
O 1.3584 -4.0964 -7.0133
C 2.3991 -4.8660 -6.3688
N 2.3738 -0.5151 -7.3612
H -0.0277 -1.0390 -6.4336
H 1.0153 -0.7998 -5.0041
H 0.3021 -2.3741 -5.4146
H 2.8154 -2.1327 -6.0298
H 2.5886 -3.1151 -8.4286
H 0.9903 -2.5255 -8.3804
H 2.9376 -4.2467 -5.6516
H 3.1291 -5.2860 -7.0608
H 1.9592 -5.7173 -5.8491
H 1.7408 -0.5048 -8.1481
H 3.2836 -0.4974 -7.7994
C 5.6977 6.1617 1.9964
C 4.4855 6.6704 1.1582
C 4.2269 5.7307 0.0227
O 4.0146 4.3581 0.4681
C 3.3591 3.4762 -0.4289
N 3.3869 6.6453 2.1236
H 5.6696 6.4253 3.0536
H 6.5833 6.6508 1.5908
H 5.8297 5.0812 2.0530
H 4.6818 7.6635 0.7542
H 5.0063 5.8843 -0.7236
H 3.2988 6.1034 -0.4108
H 3.2453 2.5035 0.0497
H 3.9504 3.3020 -1.3278
H 2.3888 3.9447 -0.5940
H 2.5012 6.8181 1.6701
H 3.2644 5.7140 2.4947
*
```

No. 2
The following is a DFT calculation (wB97M-V/def2-TZVPD) of a structure of composition C72H64BrN2O2S2TeY.

For the energy above the lowest of the compared OMol25 structures with the same formula, charge and spin, the calculation gives 47.4 kJ/mol. Its HOMO energy is -12.32 eV.

Geometry as ORCA input:
```
! RIJCOSX wB97M-V def2-TZVPD def2/J DEFGRID3
* xyz 2 1
Y 0.8657 0.9710 -0.3254
C -2.2278 -1.3656 7.5671
C -1.6931 -1.3789 6.1661
C -0.4021 -1.8277 5.8968
C 0.0857 -1.8488 4.6003
C -0.7283 -1.4200 3.5611
C -2.0128 -0.9576 3.8022
C -2.4880 -0.9507 5.0997
S -0.0111 -1.4380 1.9263
O -0.3409 -0.0829 1.3135
C -1.0196 -2.7062 1.1374
C -0.4879 -3.9714 1.4734
C -0.9875 -5.1085 0.9239
C -2.0007 -5.0250 -0.0582
C -2.4522 -6.1781 -0.7401
C -3.4560 -6.0947 -1.6623
C -4.0840 -4.8582 -1.9049
C -3.6680 -3.7263 -1.2614
C -2.5853 -3.7649 -0.3480
C -2.1010 -2.5763 0.2969
C -3.0332 -1.4081 0.2353
C -4.1746 -1.5436 1.1083
C -4.2751 -2.5933 2.0574
C -5.3378 -2.6683 2.9142
C -6.3811 -1.7263 2.8546
C -6.3393 -0.7313 1.9207
C -5.2398 -0.6072 1.0413
C -5.1828 0.4473 0.1019
C -4.0896 0.5839 -0.6898
C -3.0258 -0.3500 -0.6341
S -1.7808 0.1855 -1.8146
O -0.4539 -0.5233 -1.5548
C -2.4322 -0.5677 -3.2987
C -3.1162 0.2478 -4.1897
C -3.6241 -0.3056 -5.3518
C -3.4407 -1.6582 -5.6425
C -4.0412 -2.2494 -6.8840
C -2.7194 -2.4437 -4.7437
C -2.2166 -1.9081 -3.5702
H -1.4329 -1.5044 8.2969
H -2.9491 -2.1751 7.6971
H -2.7444 -0.4313 7.7844
H 0.2280 -2.1626 6.7109
H 1.0938 -2.1942 4.3990
H -2.6260 -0.5913 2.9904
H -3.4984 -0.6099 5.2921
H 0.3132 -4.0060 2.2013
H -0.6129 -6.0801 1.2211
H -1.9861 -7.1277 -0.5072
H -3.7812 -6.9783 -2.1950
H -4.9165 -4.8120 -2.5949
H -4.1687 -2.7863 -1.4528
H -3.4993 -3.3436 2.1213
H -5.3768 -3.4610 3.6502
H -7.2134 -1.8017 3.5412
H -7.1477 -0.0145 1.8459
H -6.0116 1.1396 0.0299
H -4.0153 1.4024 -1.3982
H -3.2425 1.3038 -3.9799
H -4.1666 0.3168 -6.0524
H -3.9971 -1.5475 -7.7155
H -5.0944 -2.4775 -6.7069
H -3.5405 -3.1711 -7.1738
H -2.5497 -3.4917 -4.9591
H -1.6548 -2.5180 -2.8738
C 4.6378 3.1174 -2.3211
C 3.3566 3.5438 -2.9948
C 3.3022 4.8128 -3.5611
C 2.1685 5.2637 -4.2125
C 1.0613 4.4376 -4.3064
C 1.0690 3.1666 -3.7486
C -0.1546 2.2982 -3.8627
C 2.2177 2.7302 -3.0822
N 2.2375 1.4489 -2.4412
C 2.8760 0.4956 -2.9975
C 3.4248 0.5527 -4.3866
C 3.0920 -0.7534 -2.2091
C 4.1454 -1.6949 -2.7035
N 2.4275 -0.9106 -1.1272
C 2.6235 -2.1459 -0.4399
C 3.2883 -2.1042 0.7894
C 3.6528 -0.7870 1.4208
C 3.6301 -3.2998 1.4062
C 3.3338 -4.5128 0.8087
C 2.6251 -4.5381 -0.3801
C 2.2447 -3.3662 -1.0216
C 1.4559 -3.4313 -2.3019
H 4.9633 3.8816 -1.6140
H 5.4337 3.0089 -3.0608
H 4.5470 2.1758 -1.7803
H 4.1759 5.4497 -3.4913
H 2.1555 6.2491 -4.6583
H 0.1751 4.7788 -4.8274
H -0.6345 2.4441 -4.8300
H -0.8765 2.5775 -3.0893
H 0.0824 1.2380 -3.7597
H 3.0296 1.4111 -4.9231
H 3.1640 -0.3571 -4.9280
H 4.5143 0.6333 -4.3736
H 5.0631 -1.1394 -2.9060
H 3.8496 -2.1795 -3.6350
H 4.3582 -2.4629 -1.9659
H 4.0314 -0.0670 0.6943
H 4.4242 -0.9306 2.1753
H 2.7799 -0.3440 1.9217
H 4.1592 -3.2698 2.3513
H 3.6400 -5.4385 1.2791
H 2.3634 -5.4868 -0.8322
H 0.8339 -4.3270 -2.3120
H 2.1140 -3.4874 -3.1732
H 0.8120 -2.5617 -2.4151
Br -2.5081 6.8206 1.2540
C -1.7230 5.1991 0.6576
C -2.1336 3.9936 1.2017
C -1.4968 2.8218 0.8184
C -0.4495 2.7977 -0.1212
C -0.1027 4.0485 -0.6659
C -0.7211 5.2351 -0.2955
H -2.9329 3.9696 1.9313
H -1.8260 1.9031 1.2968
H 0.6766 4.1253 -1.4197
H -0.4165 6.1770 -0.7339
Te 2.7901 3.2596 0.6601
C 4.4983 3.0490 1.9317
C 4.5529 2.0850 2.9294
C 5.6546 2.0252 3.7692
C 6.6982 2.9279 3.6184
C 6.6404 3.8889 2.6203
C 5.5427 3.9508 1.7740
C 1.5294 3.6744 2.3221
C 1.0291 2.6376 3.0999
C 0.2507 2.9176 4.2118
C -0.0386 4.2343 4.5410
C 0.4472 5.2685 3.7536
C 1.2359 4.9915 2.6454
H 3.7304 1.3969 3.0761
H 5.6940 1.2729 4.5465
H 7.5494 2.8875 4.2844
H 7.4466 4.6009 2.5030
H 5.4941 4.7126 1.0053
H 1.2413 1.6033 2.8466
H -0.1253 2.1033 4.8194
H -0.6444 4.4540 5.4101
H 0.2170 6.2961 4.0017
H 1.6145 5.8028 2.0364
*
```